2 unconnected molecules or ions with the total composition C9H19O6, computed with wB97M-V/def2-TZVPD.

Positions of all 34 atoms, in Å:
O  1.01130  -5.39922  1.21388
C  2.11694  -5.50438  0.74119
C  3.04582  -4.35053  0.45365
O  2.54504  -3.10337  0.80225
C  1.63454  -2.54016  -0.11764
C  1.11150  -1.23947  0.45758
O  2.03689  -0.24493  0.61867
H  3.33501  -4.41092  -0.61396
H  2.54970  -6.50227  0.50098
H  3.96549  -4.53134  1.03464
H  0.78830  -3.22561  -0.29004
H  2.14286  -2.34291  -1.07818
H  0.33280  -0.82817  -0.22027
H  0.58530  -1.41571  1.41711
C  3.42703  -0.26172  2.59937
H  2.53599  0.04730  3.17286
H  3.87340  0.61174  2.10899
H  3.48775  -1.24640  2.11248
O  4.54983  -0.50536  3.76485
C  4.21407  -1.35358  4.77601
O  3.85063  -2.61097  4.28297
C  3.45601  -3.53768  5.27077
C  2.49438  -4.55272  4.67875
O  1.14650  -4.15037  4.68601
C  0.84712  -3.03907  3.87144
H  3.36043  -0.92463  5.34986
H  5.08798  -1.43536  5.45312
H  2.96558  -3.03295  6.12254
H  4.34864  -4.05319  5.66707
H  2.81486  -4.79723  3.64947
H  2.53868  -5.47259  5.27652
H  1.28357  -3.15838  2.86607
H  1.22774  -2.09892  4.30368
H  -0.24584  -2.97522  3.79282

Summary:
- <S²> = 0.75
- strongest force on any atom (eV/Å) = 4.55
- E_tot (Eh) = -805.5650
- spin multiplicity = 2
- frontier orbital gap (spin up / spin down) (eV) = 10.07 / 7.55

How is the electron density shared among the atoms? According to natural (NBO), the charges in e are:
1 O -0.510
2 C 0.408
3 C -0.174
4 O -0.527
5 C -0.096
6 C -0.161
7 O -0.267
8 H 0.193
9 H 0.109
10 H 0.225
11 H 0.190
12 H 0.175
13 H 0.236
14 H 0.203
15 C -0.271
16 H 0.189
17 H 0.212
18 H 0.235
19 O -0.579
20 C 0.253
21 O -0.566
22 C -0.105
23 C -0.074
24 O -0.534
25 C -0.261
26 H 0.108
27 H 0.149
28 H 0.180
29 H 0.173
30 H 0.163
31 H 0.192
32 H 0.186
33 H 0.158
34 H 0.186

***

A molecular structure, C29H43N6O2V, computed with wB97M-V/def2-TZVPD.

Positions of all 81 atoms, in Å:
V  -1.83605  1.79306  -0.78481
C  0.79024  -3.91516  2.24666
C  -0.70901  -3.79580  2.51681
C  -0.93650  -3.79215  4.03647
C  -1.41386  -5.00924  1.89384
C  -1.28899  -2.51193  1.93935
C  -0.52264  -1.57198  1.31866
C  -1.12936  -0.38653  0.82592
N  -0.55676  0.60692  0.14885
C  0.69024  0.64115  -0.49881
C  1.90618  0.25256  0.03914
C  3.05036  0.35872  -0.74362
C  2.91288  0.86076  -2.03615
C  1.71069  1.27733  -2.61596
C  0.58543  1.17244  -1.79939
O  -0.68578  1.53255  -2.19133
C  1.75830  1.82671  -4.04500
C  2.44290  0.79910  -4.95982
C  2.57983  3.12465  -4.03397
C  0.39138  2.13373  -4.66270
C  4.43052  -0.05797  -0.23763
C  5.37827  1.14793  -0.28241
C  4.37993  -0.57901  1.19792
C  4.97829  -1.17506  -1.13746
C  -2.57031  -0.24192  0.90105
O  -3.07937  0.77257  0.20965
C  -3.36787  -1.20224  1.55458
C  -2.69536  -2.29044  2.06343
C  -4.88583  -1.05482  1.64901
C  -5.23871  0.28388  2.31136
C  -5.49690  -1.13033  0.24195
C  -5.50629  -2.17156  2.49132
H  1.15733  -4.85793  2.65268
H  1.35339  -3.11182  2.72615
H  1.01180  -3.90677  1.17757
H  -0.53447  -4.70795  4.47228
H  -1.99660  -3.74414  4.28802
H  -0.43645  -2.94299  4.50485
H  -0.96848  -5.92657  2.28104
H  -1.30747  -5.01326  0.80787
H  -2.47730  -5.03856  2.13184
H  0.53857  -1.70492  1.18631
H  1.95321  -0.09287  1.06065
H  3.80801  0.93989  -2.63852
H  3.45515  0.55813  -4.63746
H  2.50750  1.19991  -5.97253
H  1.86988  -0.12849  -4.99858
H  3.60346  2.95436  -3.69979
H  2.13285  3.86722  -3.36838
H  2.62072  3.54979  -5.03852
H  -0.26698  1.26694  -4.65845
H  0.54424  2.44244  -5.69804
H  -0.12133  2.94703  -4.14842
H  5.00678  1.96084  0.34420
H  5.49852  1.53119  -1.29615
H  6.36636  0.86186  0.08212
H  4.01498  0.17902  1.89401
H  5.38392  -0.86052  1.51714
H  3.74862  -1.46627  1.28597
H  5.08560  -0.84354  -2.17064
H  4.31548  -2.04207  -1.12933
H  5.96124  -1.49290  -0.78572
H  -3.26650  -3.05410  2.56795
H  -4.87375  1.13189  1.73525
H  -4.81847  0.33916  3.31754
H  -6.32286  0.37279  2.39674
H  -5.13134  -0.33262  -0.40104
H  -6.58254  -1.04231  0.30935
H  -5.26615  -2.08871  -0.22670
H  -5.10585  -2.18808  3.50692
H  -5.36187  -3.15542  2.04149
H  -6.58086  -2.00331  2.56451
N  -0.36982  6.25096  1.71398
N  -0.67808  5.43138  0.64946
N  -0.32864  5.74002  -0.58198
C  -0.70925  4.66402  -1.24377
N  -1.25521  3.76095  -0.41592
N  -1.21926  4.27391  0.80675
H  -0.39035  7.21070  1.38392
H  -1.05305  6.09810  2.44896
H  -0.58048  4.51570  -2.30246

Summary:
- <S²> = 3.79
- strongest force on any atom (eV/Å) = 0.46
- E_tot (Eh) = -2553.6673
- spin multiplicity = 4
- net charge = +1
- frontier orbital gap (spin up / spin down) (eV) = 7.06 / 6.04
- energy relative to the best compared isomer or geometry (same formula, charge and spin) (kcal/mol) = 0.0

How is the electron density shared among the atoms? According to Mulliken, the charges in e are:
1 V 0.745
2 C -2.187
3 C 1.969
4 C -1.660
5 C -1.668
6 C -0.908
7 C -0.399
8 C 0.154
9 N -0.484
10 C -1.099
11 C 0.305
12 C -0.733
13 C -0.032
14 C -1.253
15 C 2.327
16 O -1.264
17 C 1.970
18 C -1.726
19 C -1.493
20 C -1.724
21 C 1.827
22 C -1.670
23 C -2.068
24 C -1.612
25 C 1.883
26 O -1.126
27 C -1.180
28 C 0.491
29 C 2.039
30 C -1.594
31 C -1.564
32 C -2.120
33 H 0.490
34 H 0.419
35 H 0.447
36 H 0.472
37 H 0.320
38 H 0.370
39 H 0.461
40 H 0.374
41 H 0.345
42 H 0.830
43 H 1.107
44 H 0.507
45 H 0.313
46 H 0.467
47 H 0.391
48 H 0.317
49 H 0.256
50 H 0.463
51 H 0.384
52 H 0.524
53 H 0.096
54 H 0.377
55 H 0.311
56 H 0.458
57 H 0.386
58 H 0.454
59 H 0.339
60 H 0.306
61 H 0.359
62 H 0.463
63 H 0.463
64 H 0.272
65 H 0.359
66 H 0.456
67 H 0.284
68 H 0.453
69 H 0.355
70 H 0.424
71 H 0.392
72 H 0.446
73 N -0.556
74 N 1.190
75 N -0.849
76 C -0.247
77 N 0.136
78 N -0.630
79 H 0.319
80 H 0.308
81 H 0.474

***

A molecular structure, C24H26N7O5S3SiTl, computed with wB97M-V/def2-TZVPD.

Positions of all 67 atoms, in Å:
Tl  0.02299  0.00621  -0.47880
C  2.24609  -1.57099  -2.74210
C  2.21879  -2.47679  -1.56780
C  2.81219  -3.75139  -1.67260
C  2.79489  -4.59419  -0.60230
C  2.22189  -4.16179  0.60910
C  2.21639  -4.98129  1.75010
C  1.63259  -4.52929  2.90570
C  1.08689  -3.25399  2.96790
C  1.09179  -2.39779  1.87590
S  0.52749  -0.78939  2.11370
C  1.64259  -2.85929  0.63880
N  1.63719  -2.07969  -0.45620
H  2.92589  -1.93359  -3.50960
H  2.53039  -0.56939  -2.43010
H  1.24069  -1.50959  -3.16030
H  3.25319  -4.04879  -2.61330
H  3.21439  -5.59339  -0.64940
H  2.67429  -5.96189  1.69960
H  1.61349  -5.15819  3.78640
H  0.65929  -2.89789  3.89380
O  -6.09531  -1.77169  0.18180
C  -6.08361  -0.65129  -0.49720
O  -7.11231  -0.13639  -0.90370
C  -4.77041  -0.00569  -0.74800
C  -4.58441  1.13121  -1.51720
N  -3.27581  1.43031  -1.47210
N  -2.59541  0.55411  -0.73840
C  -3.46271  -0.33709  -0.29200
C  -2.93821  -1.53209  0.47270
O  -3.78161  -2.32639  0.96530
O  -1.71021  -1.65649  0.52970
H  -5.12061  -2.05569  0.52310
H  -5.28591  1.72151  -2.07270
H  -2.77981  2.13511  -1.99930
S  -1.13751  -1.41169  -2.59150
C  -1.44781  -0.09429  -3.68440
C  -2.60301  -0.23459  -4.45800
N  -3.55761  -0.38019  -5.09070
C  -0.68471  1.05181  -3.82090
S  0.75469  1.41841  -2.94780
C  -1.11681  2.07031  -4.67630
N  -1.44761  2.95621  -5.33920
C  -1.61981  2.75701  2.69450
Si  -0.02771  3.22111  1.74840
C  -0.08041  5.12671  1.39310
C  1.47069  2.97091  2.92020
C  0.17219  2.36341  0.10150
H  -1.75261  3.33461  3.60670
H  -1.58531  1.70751  2.96750
H  -2.50251  2.90441  2.07930
H  -0.11281  5.72691  2.30040
H  -0.94831  5.38981  0.79340
H  0.79929  5.42681  0.82830
H  1.46119  3.66321  3.75900
H  2.40399  3.11701  2.38340
H  1.45909  1.96451  3.32500
H  1.17709  2.48541  -0.29820
H  -0.53401  2.73151  -0.64000
N  3.37479  0.35221  1.80440
C  3.56809  0.89341  0.57670
N  4.57269  1.85701  0.52700
O  2.96939  0.57521  -0.42710
H  3.66709  0.88821  2.60700
H  2.45869  -0.11049  1.92470
H  5.27659  1.83301  1.24570
H  4.90569  2.05741  -0.40290

Summary:
- strongest force on any atom (eV/Å) = 1.69
- E_tot (Eh) = -3346.3983
- spin multiplicity = 1
- net charge = -2
- frontier orbital gap (eV) = 5.89
- energy relative to the best compared isomer or geometry (same formula, charge and spin) (kcal/mol) = 15.7

How is the electron density shared among the atoms? According to natural (NBO), the charges in e are:
1 Tl 1.097
2 C -0.696
3 C 0.285
4 C -0.258
5 C -0.160
6 C -0.015
7 C -0.271
8 C -0.192
9 C -0.248
10 C -0.122
11 S -0.250
12 C 0.115
13 N -0.429
14 H 0.193
15 H 0.273
16 H 0.280
17 H 0.204
18 H 0.196
19 H 0.190
20 H 0.193
21 H 0.213
22 O -0.706
23 C 0.785
24 O -0.658
25 C -0.266
26 C 0.011
27 N -0.318
28 N -0.244
29 C 0.055
30 C 0.788
31 O -0.731
32 O -0.686
33 H 0.504
34 H 0.228
35 H 0.424
36 S -0.168
37 C -0.344
38 C 0.281
39 N -0.380
40 C -0.325
41 S -0.245
42 C 0.288
43 N -0.395
44 C -1.102
45 Si 1.623
46 C -1.086
47 C -1.105
48 C -1.273
49 H 0.214
50 H 0.249
51 H 0.233
52 H 0.208
53 H 0.222
54 H 0.223
55 H 0.214
56 H 0.224
57 H 0.238
58 H 0.238
59 H 0.226
60 N -0.875
61 C 0.789
62 N -0.863
63 O -0.643
64 H 0.371
65 H 0.418
66 H 0.368
67 H 0.392

***

A molecular structure, C9H17BiClINO2P, computed with wB97M-V/def2-TZVPD.

Positions of all 33 atoms, in Å:
C  -1.62949  3.87046  -6.03437
C  -0.70286  3.02316  -5.21425
H  -1.10034  4.24963  -6.93020
H  -1.98302  4.70501  -5.42460
H  -2.49138  3.26935  -6.33302
O  0.46568  2.75463  -5.45179
I  -1.67509  2.23716  -3.41115
Bi  -0.18393  -0.60701  0.06066
P  0.56912  1.41107  1.45383
C  2.20097  1.40683  2.09072
C  0.39111  2.81145  0.35830
H  -1.61602  1.64155  2.41860
H  -0.34029  2.59804  3.25222
H  -0.47465  0.82868  3.52698
C  -0.58044  1.62675  2.77838
H  -0.61396  2.85817  -0.07920
H  0.57015  3.71522  0.97118
H  2.34064  2.37127  2.61598
H  2.95671  1.32129  1.29781
H  1.12717  2.78274  -0.45904
H  2.35188  0.58709  2.80610
C  1.76938  -1.40800  0.48516
O  2.80516  -1.96598  0.70562
Cl  -2.25843  0.39766  -0.18882
C  -0.65760  -5.76985  2.27046
C  0.31168  -5.23300  1.21052
C  0.01624  -3.85353  1.00028
N  -0.38970  -2.79281  0.83252
H  -0.49659  -5.23503  3.21104
H  -0.50348  -6.81950  2.42638
H  -1.68311  -5.59988  1.93308
H  1.35000  -5.40455  1.55162
H  0.15448  -5.77809  0.26902

Summary:
- strongest force on any atom (eV/Å) = 14.31
- E_tot (Eh) = -1871.5357
- spin multiplicity = 1
- net charge = +2
- frontier orbital gap (eV) = 4.80
- energy relative to the best compared isomer or geometry (same formula, charge and spin) (kcal/mol) = 66.0

How is the electron density shared among the atoms? According to natural (NBO), the charges in e are:
1 C -0.743
2 C 0.529
3 H 0.266
4 H 0.262
5 H 0.265
6 O -0.475
7 I -0.092
8 Bi 1.367
9 P 1.118
10 C -1.011
11 C -0.986
12 H 0.300
13 H 0.288
14 H 0.278
15 C -0.996
16 H 0.303
17 H 0.293
18 H 0.299
19 H 0.284
20 H 0.286
21 H 0.281
22 C 0.422
23 O -0.333
24 Cl -0.431
25 C -0.577
26 C -0.565
27 C 0.606
28 N -0.554
29 H 0.226
30 H 0.260
31 H 0.231
32 H 0.298
33 H 0.302

***

2 unconnected molecules or ions with the total composition C6H14N2O, computed with wB97M-V/def2-TZVPD.

Positions of all 23 atoms, in Å:
C  2.04988  -0.30293  0.56796
C  0.70964  -0.93852  0.31289
C  -0.16010  -1.21791  1.50890
C  -0.80312  -0.20752  0.60693
C  -1.91834  -0.64867  -0.27089
C  -0.82320  1.23717  1.00599
H  2.59389  -0.13322  -0.35825
H  1.94705  0.64568  1.09435
H  2.67157  -0.96767  1.17537
H  0.75004  -1.76501  -0.38929
H  -0.62522  -2.19444  1.55731
H  0.19512  -0.85246  2.46746
H  -1.70548  -0.30626  -1.31301
H  -2.88006  -0.26612  0.07045
H  -1.97903  -1.73340  -0.37014
H  -1.33770  1.35916  1.96482
H  0.17868  1.67169  1.08996
H  -1.32611  1.88539  0.28451
N  0.61886  1.39400  -1.96327
N  0.72852  0.06041  -2.13334
O  -0.22543  -0.45425  -2.72325
H  1.48123  1.86793  -1.73336
H  -0.14070  1.86696  -2.45207

Summary:
- strongest force on any atom (eV/Å) = 3.01
- E_tot (Eh) = -421.6361
- spin multiplicity = 1
- frontier orbital gap (eV) = 9.43
- energy relative to the best compared isomer or geometry (same formula, charge and spin) (kcal/mol) = 103.0

How is the electron density shared among the atoms? According to natural (NBO), the charges in e are:
1 C -0.622
2 C -0.223
3 C -0.432
4 C -0.011
5 C -0.625
6 C -0.618
7 H 0.208
8 H 0.199
9 H 0.211
10 H 0.220
11 H 0.210
12 H 0.201
13 H 0.227
14 H 0.208
15 H 0.212
16 H 0.211
17 H 0.209
18 H 0.209
19 N -0.616
20 N 0.251
21 O -0.402
22 H 0.393
23 H 0.377

***

C12H15NO in the gas phase, computed with wB97M-V/def2-TZVPD.

Positions of all 29 atoms, in Å:
C  -2.59174  -1.32106  1.28933
C  -3.50235  -0.22287  1.34489
C  -1.28278  -1.14811  0.93125
C  -3.04605  0.95952  0.88190
C  -0.73423  0.05728  0.30354
C  -1.72049  1.12846  0.20992
C  -0.84150  3.18692  -0.73167
C  0.10271  4.04845  -1.00871
C  1.98616  -1.19788  0.96688
C  1.03887  -2.11542  -1.26991
C  2.64829  -0.11255  -1.15051
C  1.47572  -0.83533  -0.39421
N  0.35354  0.09558  -0.35228
O  -1.55548  2.41385  -0.12574
H  -3.07437  -2.23763  1.79663
H  -4.52598  -0.36009  1.75254
H  -0.56498  -1.94097  1.10119
H  -3.69031  1.75802  0.76255
H  0.39156  4.21196  -2.11529
H  0.81173  4.26427  -0.27676
H  1.66638  -0.40622  1.71361
H  1.75089  -2.15714  1.52123
H  3.11142  -1.16812  1.14551
H  0.58315  -1.68502  -2.10231
H  0.33526  -2.68368  -0.57513
H  1.87091  -2.71318  -1.39082
H  3.53806  -0.78701  -1.23625
H  2.37439  0.13782  -2.21607
H  3.09124  0.83014  -0.77531

Summary:
- strongest force on any atom (eV/Å) = 4.92
- E_tot (Eh) = -595.9973
- spin multiplicity = 1
- frontier orbital gap (spin up / spin down) (eV) = 7.37 / 5.98
- energy relative to the best compared isomer or geometry (same formula, charge and spin) (kcal/mol) = 182.2

How is the electron density shared among the atoms? According to natural (NBO), the charges in e are:
1 C -0.175
2 C -0.270
3 C -0.272
4 C -0.201
5 C 0.166
6 C 0.180
7 C 0.517
8 C -0.596
9 C -0.659
10 C -0.594
11 C -0.600
12 C 0.082
13 N -0.475
14 O -0.340
15 H 0.215
16 H 0.220
17 H 0.217
18 H 0.207
19 H 0.246
20 H 0.229
21 H 0.222
22 H 0.217
23 H 0.222
24 H 0.216
25 H 0.201
26 H 0.205
27 H 0.197
28 H 0.208
29 H 0.216